Entry 1:
155
Properties=species:S:1:pos:R:3:mulliken_charge:R:1 method="wB97M-V/def2-TZVPD" energy_ha=-2958.227253 total_charge=0 lumo_ha=0.0228 smiles="COCCNCCOC.COCCNCCOC.COCCNCCOC.COCCNCCOC.COCCNCCOC.COCCNCCOC.NC(N)=O.O" relative_energy_kj_mol=125.4 orbital_gap_ha=0.325
C 11.475 8.592 -12.204 0.665
O 10.604 7.883 -11.707 -0.590
N 12.181 9.420 -11.478 -0.494
N 11.759 8.726 -13.460 -0.406
H 12.807 10.097 -11.889 0.157
H 12.041 9.264 -10.490 0.219
H 12.650 9.018 -13.834 0.209
H 11.139 8.094 -13.947 0.241
C 0.822 -5.561 -14.872 -0.726
O 1.311 -4.408 -14.190 -0.320
C 0.352 -3.313 -14.383 -0.338
C 0.452 -2.442 -13.108 -0.490
N -0.611 -1.489 -12.900 -0.349
C -0.577 -0.305 -13.795 -0.700
C 0.339 0.817 -13.239 -0.060
O -0.362 1.672 -12.350 -0.381
C 0.346 2.853 -12.014 -0.644
H -0.248 -5.719 -14.735 0.323
H 1.280 -6.466 -14.474 0.259
H 1.174 -5.536 -15.903 0.271
H -0.690 -3.586 -14.548 0.359
H 0.795 -2.767 -15.216 0.211
H 1.377 -1.876 -12.992 0.205
H 0.216 -3.008 -12.207 0.307
H -1.554 -1.816 -13.056 0.242
H -1.523 0.236 -13.777 0.409
H -0.159 -0.558 -14.770 0.239
H 0.467 1.369 -14.170 0.318
H 1.266 0.350 -12.905 0.102
H 1.235 3.007 -12.626 0.282
H 0.512 2.911 -10.938 0.216
H -0.311 3.694 -12.234 0.288
C 13.269 17.246 -15.036 -0.743
O 12.572 16.393 -15.950 -0.369
C 11.391 15.661 -15.605 -0.323
C 11.841 14.235 -15.212 -0.746
N 10.699 13.312 -15.120 -0.270
C 9.706 13.757 -14.168 -0.560
C 8.562 12.695 -13.982 -0.761
O 9.069 11.564 -13.267 -0.280
C 8.252 10.308 -13.218 -0.729
H 12.815 17.671 -14.141 0.340
H 13.287 18.119 -15.689 0.276
H 14.279 16.871 -14.871 0.254
H 10.662 15.642 -16.415 0.310
H 10.818 16.210 -14.857 0.322
H 12.483 14.166 -14.334 0.279
H 12.590 13.722 -15.815 0.398
H 10.358 12.974 -16.008 0.243
H 9.135 14.613 -14.528 0.317
H 10.153 14.118 -13.242 0.409
H 7.955 12.481 -14.861 0.409
H 7.899 13.139 -13.240 0.361
H 8.720 9.560 -13.858 0.270
H 7.206 10.360 -13.519 0.411
H 8.280 9.834 -12.236 0.155
C 7.216 0.108 -11.839 -0.882
O 6.385 1.232 -11.728 -0.158
C 5.081 0.970 -11.379 -0.763
C 4.121 2.202 -11.638 -0.597
N 4.725 3.588 -11.579 -0.138
C 5.472 3.912 -10.324 -0.468
C 5.990 5.369 -10.311 -0.323
O 7.278 5.467 -10.827 -0.308
C 7.986 6.691 -10.433 -0.923
H 8.248 0.452 -11.778 0.209
H 7.093 -0.280 -12.850 0.283
H 6.954 -0.604 -11.056 0.409
H 5.178 0.661 -10.338 0.340
H 4.749 0.046 -11.853 0.581
H 3.244 2.063 -11.006 0.290
H 3.663 2.011 -12.609 0.217
H 5.304 3.559 -12.406 -0.235
H 6.354 3.314 -10.096 0.221
H 4.853 3.717 -9.448 0.433
H 6.006 5.758 -9.293 0.115
H 5.399 6.138 -10.808 0.319
H 9.065 6.537 -10.451 0.295
H 7.652 7.088 -9.474 0.298
H 7.664 7.529 -11.051 0.449
C 5.998 9.599 -7.733 -0.845
O 5.744 8.147 -7.621 -0.199
C 4.515 7.913 -6.861 -0.947
C 4.687 8.064 -5.413 -0.384
N 5.421 7.007 -4.897 -0.213
C 5.256 6.828 -3.493 -0.937
C 5.658 7.907 -2.476 -0.409
O 7.081 7.881 -2.666 -0.293
C 7.860 8.684 -1.750 -0.763
H 5.063 10.041 -8.076 0.358
H 6.747 9.839 -8.488 0.245
H 6.260 10.057 -6.780 0.276
H 4.091 6.920 -7.012 0.353
H 3.871 8.713 -7.227 0.475
H 3.649 8.107 -5.083 0.388
H 5.179 8.993 -5.126 0.234
H 6.388 7.271 -5.017 0.277
H 5.800 5.906 -3.291 0.361
H 4.196 6.612 -3.358 0.473
H 5.323 7.748 -1.450 0.429
H 5.412 8.929 -2.764 0.289
H 7.816 8.270 -0.742 0.283
H 7.562 9.730 -1.811 0.304
H 8.917 8.628 -2.010 0.244
C 5.776 4.889 -15.166 -0.113
O 5.356 3.935 -16.155 -0.155
C 5.450 4.430 -17.429 -0.771
C 5.022 3.389 -18.534 -0.504
N 5.963 2.601 -19.270 -0.427
C 5.373 1.290 -19.748 -0.674
C 6.529 0.418 -20.414 -0.745
O 7.325 -0.114 -19.446 -0.212
C 8.595 -0.653 -19.904 -0.806
H 5.264 5.842 -15.304 0.430
H 6.853 5.037 -15.093 0.391
H 5.673 4.506 -14.151 -0.414
H 6.468 4.708 -17.703 0.344
H 4.770 5.279 -17.491 0.485
H 4.321 3.765 -19.279 0.361
H 4.495 2.615 -17.976 0.309
H 6.868 2.367 -18.886 0.292
H 4.665 1.386 -20.571 0.428
H 4.742 0.752 -19.041 0.387
H 7.084 0.914 -21.211 0.386
H 5.982 -0.475 -20.715 0.380
H 9.018 -1.071 -18.991 0.148
H 9.258 0.118 -20.296 0.362
H 8.470 -1.419 -20.668 0.399
C 10.967 -0.957 -11.897 -0.691
O 11.529 -0.037 -12.883 -0.340
C 12.531 -0.601 -13.793 -0.603
C 12.005 -1.720 -14.773 -0.686
N 10.708 -1.270 -15.197 -0.288
C 10.757 -0.281 -16.286 -0.579
C 9.304 0.164 -16.628 -0.871
O 8.710 0.975 -15.646 -0.123
C 7.299 1.211 -15.788 -0.124
H 10.687 -0.423 -10.989 0.251
H 11.747 -1.637 -11.557 0.312
H 10.180 -1.542 -12.372 0.298
H 13.274 -1.162 -13.226 0.411
H 12.941 0.275 -14.295 0.362
H 11.783 -2.601 -14.171 0.377
H 12.733 -1.790 -15.581 0.382
H 10.261 -0.773 -14.439 0.104
H 11.038 -0.849 -17.173 0.389
H 11.395 0.575 -16.067 0.322
H 8.688 -0.709 -16.844 0.428
H 9.343 0.704 -17.574 0.455
H 6.833 0.235 -15.923 0.330
H 7.051 1.796 -16.675 -0.082
H 6.924 1.782 -14.939 -0.073
O 8.998 5.520 -12.844 -0.697
H 9.653 6.090 -12.441 0.346
H 8.179 5.746 -12.403 0.447


Entry 2:
175
Properties=species:S:1:pos:R:3:mulliken_charge:R:1 method="wB97M-V/def2-TZVPD" energy_ha=-3517.251236 total_charge=0 lumo_ha=0.0144 relative_energy_kj_mol=189.6 orbital_gap_ha=0.356
C 4.086 -2.967 1.721 -1.724
C 2.592 -2.913 1.385 2.004
C 2.276 -3.932 0.284 -0.911
O 2.906 -3.607 -0.928 0.157
C 3.300 -4.752 -1.712 -0.740
N 1.609 -3.149 2.494 -0.258
H 4.616 -2.860 0.772 0.312
H 4.386 -3.910 2.144 0.415
H 4.422 -2.192 2.403 0.448
H 2.375 -1.932 0.904 -1.323
H 1.177 -3.964 0.194 -0.429
H 2.573 -4.942 0.487 0.872
H 4.085 -4.474 -2.403 0.302
H 2.435 -5.106 -2.317 0.167
H 3.656 -5.587 -1.028 0.269
H 2.082 -2.972 3.368 0.286
H 1.448 -4.147 2.512 0.199
C -3.673 2.788 1.524 -1.434
C -3.832 2.439 0.037 1.883
C -5.069 3.059 -0.715 -0.882
O -6.407 2.732 -0.243 -0.444
C -6.708 1.388 -0.267 -0.312
N -2.546 2.838 -0.589 -0.848
H -3.468 3.840 1.559 0.323
H -2.873 2.200 1.988 0.106
H -4.626 2.684 2.083 0.430
H -3.932 1.370 -0.156 -0.479
H -4.857 2.726 -1.751 0.253
H -5.121 4.127 -0.665 0.344
H -6.156 0.705 0.416 0.077
H -6.421 1.019 -1.264 0.054
H -7.739 1.129 -0.047 0.404
H -2.234 3.738 -0.208 0.030
H -2.663 3.005 -1.623 0.014
C -0.177 4.583 2.012 -0.852
C -0.077 5.565 0.820 0.281
C 0.807 5.166 -0.346 -0.466
O 2.174 4.975 0.010 -0.305
C 2.963 4.361 -0.989 -0.801
N -1.432 5.846 0.284 -0.507
H 0.794 4.320 2.376 0.189
H -0.813 3.730 1.760 -0.050
H -0.719 5.174 2.760 0.473
H 0.438 6.474 1.200 0.311
H 0.793 5.933 -1.145 0.466
H 0.460 4.205 -0.751 -0.041
H 2.663 3.330 -1.317 0.230
H 3.954 4.269 -0.714 0.404
H 3.015 5.093 -1.875 0.288
H -2.006 6.372 0.975 0.273
H -1.320 6.380 -0.572 0.198
C -0.841 -1.867 0.392 3.001
C -0.812 -0.367 0.294 0.708
C 0.659 0.298 0.295 0.391
O 1.025 0.504 1.602 -0.049
C 2.375 0.908 1.706 -0.069
N -1.450 -0.037 -0.989 2.394
H -1.851 -2.346 0.275 -1.824
H -0.346 -2.236 1.303 -0.337
H -0.150 -2.197 -0.434 -0.841
H -1.198 0.140 1.185 0.009
H 0.518 1.255 -0.281 -0.202
H 1.380 -0.366 -0.283 -0.458
H 2.949 0.248 1.089 0.132
H 2.569 0.868 2.793 0.189
H 2.521 1.886 1.260 -0.248
H -1.874 0.905 -0.873 -1.234
H -2.240 -0.698 -1.062 -0.403
C 6.294 2.951 -3.925 -1.206
C 7.152 2.098 -2.870 0.450
C 6.712 0.626 -2.744 -0.841
O 5.278 0.686 -2.404 -0.106
C 4.567 -0.504 -2.611 -0.438
N 8.565 2.087 -3.218 -0.697
H 6.531 2.651 -4.931 0.338
H 6.691 3.975 -3.743 0.335
H 5.197 2.964 -3.838 0.234
H 6.989 2.546 -1.871 0.225
H 7.256 0.077 -1.927 0.295
H 6.818 0.024 -3.653 0.376
H 3.557 -0.304 -2.341 -0.213
H 5.031 -1.333 -1.994 0.261
H 4.632 -0.782 -3.653 0.425
H 8.983 2.985 -3.293 0.261
H 8.637 1.676 -4.157 0.275
C -4.457 0.630 -4.160 -0.314
C -3.817 -0.664 -4.667 -0.473
O -2.852 -0.220 -5.562 -0.547
O -3.435 1.496 -3.521 -0.110
H -5.219 0.437 -3.424 0.077
H -4.924 1.127 -5.010 0.333
H -4.605 -1.306 -5.084 0.572
H -3.276 -1.183 -3.870 0.041
H -2.585 -0.826 -6.267 0.324
H -2.539 1.172 -3.814 0.106
C 0.591 0.576 6.397 0.486
C 1.492 0.913 7.558 -0.631
O 2.686 0.123 7.531 -0.547
O 0.461 -0.841 6.364 -0.742
H 0.984 0.954 5.487 -0.139
H -0.445 1.072 6.557 0.302
H 0.965 0.699 8.494 0.319
H 1.727 2.005 7.488 0.238
H 2.336 -0.779 7.464 0.331
H 0.036 -1.111 5.542 0.259
C -0.430 2.950 -3.745 0.266
C -0.972 3.371 -5.052 -0.346
O -0.120 3.032 -6.056 -0.599
O -0.403 1.463 -3.768 -0.251
H -0.911 3.327 -2.837 -0.256
H 0.551 3.381 -3.614 0.244
H -1.166 4.452 -5.143 0.366
H -1.914 2.844 -4.991 0.128
H 0.259 2.129 -5.947 0.345
H -0.562 1.238 -2.849 -0.278
C -2.780 -1.428 5.143 -1.059
C -2.142 -1.071 3.778 1.539
O -0.700 -1.137 3.948 -0.125
O -2.391 -0.562 6.180 -0.606
H -2.623 -2.493 5.404 0.320
H -3.841 -1.247 5.058 0.411
H -2.425 -0.067 3.388 -0.307
H -2.463 -1.830 3.042 -0.449
H -0.287 -1.106 3.076 -0.184
H -1.520 -0.835 6.583 0.396
C 1.271 -1.774 -4.199 -0.617
C -0.253 -1.620 -4.276 -0.126
O -0.800 -1.935 -3.001 1.834
O 1.646 -2.979 -3.577 -0.476
H 1.462 -0.917 -3.585 -0.071
H 1.764 -1.697 -5.149 0.499
H -0.762 -2.269 -5.002 0.380
H -0.538 -0.621 -4.547 -0.109
H -0.854 -1.087 -2.493 -0.918
H 1.679 -2.869 -2.629 0.073
C -4.738 -2.274 -0.016 0.359
C -5.450 -3.586 -0.210 -0.657
O -4.508 -4.679 -0.356 -0.635
O -4.106 -1.718 -1.123 -0.240
H -4.001 -2.461 0.805 -0.294
H -5.379 -1.495 0.366 0.194
H -6.100 -3.618 -1.105 0.255
H -6.169 -3.851 0.654 0.369
H -3.954 -4.632 -1.147 0.285
H -3.521 -2.395 -1.485 0.167
C -2.621 -4.537 2.235 0.891
C -1.287 -4.652 3.058 0.186
O -0.347 -5.585 2.486 -0.578
O -2.930 -5.775 1.663 -0.750
H -2.483 -3.754 1.478 -1.086
H -3.411 -4.228 2.987 0.516
H -1.581 -5.035 4.046 0.321
H -0.772 -3.708 3.098 -0.465
H -0.825 -6.321 2.054 0.331
H -3.534 -5.539 0.912 0.573
C -1.415 -5.986 -2.003 -0.568
C -1.475 -4.633 -1.361 1.928
O -2.466 -3.797 -1.933 -0.616
O -0.902 -6.102 -3.313 -0.595
H -2.395 -6.456 -1.994 0.375
H -0.756 -6.560 -1.285 0.284
H -0.455 -4.149 -1.399 -0.446
H -1.588 -4.761 -0.264 -1.146
H -1.983 -3.205 -2.556 -0.023
H -0.206 -5.423 -3.366 0.342
C 3.736 4.038 5.028 -0.588
C 3.921 4.421 3.594 0.458
O 3.236 5.636 3.295 -0.621
O 2.331 3.921 5.363 -0.482
H 4.125 4.901 5.611 0.313
H 4.231 3.059 5.342 0.306
H 3.541 3.608 2.962 -0.326
H 4.965 4.457 3.373 0.413
H 3.004 5.679 2.398 0.285
H 2.029 4.808 5.515 0.263